# 1
Here is an isolated molecule of C3H9N3OS in a non-equilibrium geometry from the Open Molecules 2025 dataset. Energies are from ωB97M-V with the def2-TZVPD basis set.

Values from the calculation:
⟨S²⟩: 2.005
ΔE to the lowest compared entry with this formula, charge and spin in kJ/mol: 371.1
E_tot in eV: -20601.1748
Lowest unoccupied orbital energy (spin up / spin down) in eV: 0.80 / -2.50
Multiplicity: 3

```
17
Properties=species:S:1:pos:R:3:forces:R:3
S -1.1853 -0.1232 -0.2818 -1.6 -0.6 -0.5
O 0.4356 0.3067 -0.5496 -1.2 0.8 -1.5
N -1.4941 -0.4315 1.1728 -0.3 4.3 -1.9
N -1.6593 -1.1697 -1.3200 0.7 0.0 3.3
N 2.5076 0.9527 -0.0533 5.0 3.5 -2.6
C -1.7861 1.5967 -0.7529 6.3 -1.0 -0.6
C 1.5677 0.0992 0.1468 -5.8 -5.9 2.1
C 1.6731 -1.2341 0.8586 -2.4 1.3 0.6
H 2.5934 -1.7397 0.7935 1.3 -0.7 -0.1
H 0.8141 -1.9346 0.5500 1.4 1.1 0.4
H 3.2345 0.8885 0.6162 0.6 0.9 1.4
H -1.2654 2.0723 0.0838 -0.1 0.8 -0.5
H -1.3011 -1.3054 1.4926 0.6 -3.1 0.8
H -1.3667 1.9009 -1.8107 -0.6 -0.8 2.3
H -2.7555 1.7680 -0.6878 -4.6 0.0 0.3
H -1.5213 -0.7753 -2.1886 0.4 0.8 -2.8
H 1.5088 -0.8712 1.9304 0.3 -1.2 -0.8
```
Positions in Å, forces in eV/Å.

# 2
Here is the ion C3H9N3P with charge +1 in a non-equilibrium geometry from the Open Molecules 2025 dataset. Energies are from ωB97M-V with the def2-TZVPD basis set.

Values from the calculation:
Structure (SMILES): C1C[N+]12CNNP2
ΔE to the lowest compared entry with this formula, charge and spin in kJ/mol: 347.9
Total charge: +1
E_tot in eV: -17005.3069
Lowest unoccupied orbital energy in eV: -3.95

```
16
Properties=species:S:1:pos:R:3:forces:R:3
P 1.9085 -0.2396 -0.3246 0.3 1.5 -0.9
N 0.2984 0.1967 0.4063 3.2 0.8 -1.5
N 0.9528 -1.3423 -1.2293 1.7 -3.4 -1.0
N -0.1060 -2.0090 -0.3867 1.5 2.9 1.2
C -0.5685 1.0840 -0.3718 -1.4 0.2 -0.6
C -0.1352 -1.0772 0.8336 -1.4 -4.4 1.5
C 0.0432 1.5135 0.9012 -2.2 1.6 2.6
H 0.5958 -1.5780 1.6638 -1.9 1.6 -1.8
H 0.7777 2.3290 1.1012 -0.2 -1.3 -0.6
H 1.6229 -2.1612 -1.4883 -1.6 1.7 0.3
H -1.5938 0.7005 -0.1147 0.7 0.9 -1.4
H 2.0012 0.9726 -1.2941 -0.4 -1.5 1.2
H -0.7477 1.4520 1.6996 1.2 0.4 -0.5
H -1.2433 -1.0780 1.0694 1.4 0.2 0.7
H -0.9542 -1.7403 -0.8548 -0.4 -0.2 -0.7
H -0.2493 1.4762 -1.3955 -0.6 -1.0 1.7
```
Positions in Å, forces in eV/Å.